Entry 1:
Computed, not measured: 12 unconnected molecules or ions with the total composition C32H88O12 at a distorted geometry, with ωB97M-V/def2-TZVPD.

```
! RIJCOSX wB97M-V def2-TZVPD def2/J DEFGRID3
* xyz 0 1
C -1.15 -4.68 1.60
C -2.28 -4.21 0.68
C -2.01 -4.30 -0.73
O -3.47 -5.04 0.93
H -1.23 -4.30 2.60
H -0.14 -4.37 1.26
H -1.07 -5.77 1.59
H -2.77 -3.27 0.95
H -1.57 -5.29 -0.93
H -1.31 -3.52 -1.03
H -2.92 -4.15 -1.29
H -3.34 -5.88 0.50
C 2.58 0.38 -4.36
C 1.77 -0.53 -3.38
C 1.77 -1.98 -3.92
O 2.25 -0.41 -2.08
H 2.32 0.37 -5.42
H 3.63 0.16 -4.31
H 2.46 1.43 -4.02
H 0.76 -0.12 -3.32
H 2.78 -2.32 -3.74
H 1.53 -2.09 -4.98
H 1.13 -2.64 -3.33
H 3.21 -0.51 -1.93
C 0.21 3.12 2.73
C 1.60 2.46 2.45
C 2.72 3.44 2.77
O 1.72 1.29 3.21
H -0.54 2.32 2.76
H -0.10 3.90 2.03
H 0.24 3.52 3.75
H 1.61 2.13 1.42
H 2.51 3.98 3.73
H 2.70 4.14 1.92
H 3.66 2.88 2.80
H 2.03 1.48 4.09
C 4.17 -4.80 -0.11
C 2.96 -3.96 -0.53
C 1.76 -4.89 -0.81
O 2.79 -2.98 0.47
H 4.94 -4.11 0.25
H 4.54 -5.33 -0.99
H 3.92 -5.50 0.71
H 3.04 -3.42 -1.47
H 1.88 -5.68 -1.57
H 0.90 -4.28 -1.12
H 1.51 -5.41 0.11
H 1.94 -2.51 0.35
C 3.19 3.14 -0.94
C 4.16 3.78 -1.95
C 4.71 5.15 -1.45
O 5.31 3.06 -2.37
H 2.29 3.75 -0.90
H 3.74 3.02 0.01
H 2.85 2.15 -1.29
H 3.68 3.91 -2.94
H 3.95 5.93 -1.35
H 5.46 5.47 -2.21
H 5.22 4.98 -0.50
H 5.64 2.54 -1.64
C -4.33 4.51 1.32
C -3.41 3.26 1.10
C -4.12 1.93 1.07
O -2.68 3.35 -0.13
H -4.70 4.73 2.34
H -5.23 4.38 0.70
H -3.76 5.36 0.99
H -2.59 3.29 1.85
H -4.91 2.10 0.35
H -4.63 1.56 1.96
H -3.38 1.26 0.66
H -3.29 3.41 -0.88
C 0.69 4.75 -3.42
C -0.55 4.34 -2.56
C -1.01 2.97 -3.00
O -0.11 4.28 -1.20
H 0.35 4.74 -4.45
H 1.56 4.14 -3.24
H 1.01 5.80 -3.21
H -1.37 5.04 -2.72
H -1.29 3.05 -4.05
H -1.89 2.64 -2.46
H -0.21 2.21 -2.88
H -0.82 3.90 -0.65
C -4.51 -0.03 5.59
C -4.67 -1.30 4.74
C -3.42 -1.62 3.95
O -5.08 -2.40 5.52
H -4.35 0.96 5.09
H -3.65 -0.15 6.29
H -5.36 0.05 6.26
H -5.50 -1.15 4.04
H -2.58 -1.87 4.59
H -3.16 -0.78 3.33
H -3.69 -2.48 3.31
H -4.39 -2.62 6.16
C -0.23 0.87 0.05
C 0.06 -0.46 0.83
C -1.15 -0.90 1.69
O 0.49 -1.50 -0.07
H -1.12 0.77 -0.57
H 0.66 1.12 -0.52
H -0.52 1.65 0.75
H 0.88 -0.24 1.54
H -0.87 -1.81 2.17
H -2.05 -1.10 1.12
H -1.36 -0.16 2.47
H 1.02 -1.15 -0.82
C -2.63 -0.86 -2.69
C -3.02 -1.25 -4.11
C -3.18 -2.76 -4.31
O -4.21 -0.57 -4.52
H -1.70 -1.38 -2.44
H -3.39 -1.29 -2.02
H -2.60 0.21 -2.49
H -2.29 -0.90 -4.83
H -3.62 -2.86 -5.31
H -3.92 -3.19 -3.63
H -2.27 -3.31 -4.15
H -4.93 -0.92 -3.96
C 4.11 0.16 1.00
O 4.25 -0.76 -0.06
H 3.16 0.72 0.95
H 4.23 -0.35 1.96
H 4.93 0.89 0.91
H 3.80 -1.59 0.19
C 1.93 -2.51 3.82
O 2.87 -3.49 3.41
H 0.97 -2.94 4.15
H 2.34 -2.15 4.77
H 1.73 -1.66 3.17
H 2.78 -3.57 2.45
*
```

Properties
**ΔE to the lowest compared entry with this formula, charge and spin**: 38.64 kcal/mol
**Orbital gap**: 10.3 eV
**Calculated total energy**: -2174.810788 Ha
**SMILES**: CC(C)O.CC(C)O.CC(C)O.CC(C)O.CC(C)O.CC(C)O.CC(C)O.CC(C)O.CC(C)O.CC(C)O.CO.CO

Entry 2:
Computed, not measured: 2 unconnected molecules or ions with the total composition CHCl3N2 at a distorted geometry, with ωB97M-V/def2-TZVPD.

```
! RIJCOSX wB97M-V def2-TZVPD def2/J DEFGRID3
* xyz 0 1
C 1.07 1.16 -0.87
N 1.76 0.75 -0.04
N -1.02 -0.79 -0.01
Cl 2.77 0.29 1.22
Cl -2.15 -0.03 1.19
Cl -1.98 -1.45 -1.35
H -0.46 0.06 -0.14
*
```

Properties
**ΔE to the lowest compared entry with this formula, charge and spin**: 50.19 kcal/mol
**Orbital gap**: 9.5 eV
**Calculated total energy**: -1528.603549 Ha

Entry 3:
Computed, not measured: 9 unconnected molecules or ions with the total composition C27H57Cl16OS2, with ωB97M-V/def2-TZVPD.

```
! RIJCOSX wB97M-V def2-TZVPD def2/J DEFGRID3
* xyz 1 1
C 0.99 3.09 5.94
O 1.37 1.71 5.97
C 2.66 1.46 5.39
C 2.49 0.84 3.99
C 3.72 0.05 3.47
C 3.49 -1.47 3.32
C 3.24 -2.21 4.65
C 1.79 -2.44 5.13
C 0.76 -2.94 4.09
C -0.06 -1.83 3.43
C -0.93 -1.08 4.47
C -2.43 -1.23 4.32
S -3.15 -0.61 2.79
S -2.34 1.25 2.46
H -0.05 3.15 6.29
H 1.63 3.69 6.59
H 1.02 3.48 4.91
H 3.22 2.40 5.33
H 3.18 0.76 6.05
H 1.60 0.22 4.05
H 2.29 1.66 3.29
H 4.55 0.20 4.17
H 4.02 0.48 2.51
H 2.71 -1.65 2.57
H 4.41 -1.89 2.88
H 3.74 -1.63 5.44
H 3.77 -3.17 4.62
H 1.84 -3.21 5.92
H 1.42 -1.55 5.65
H 1.27 -3.53 3.32
H 0.06 -3.60 4.61
H -0.67 -2.27 2.64
H 0.58 -1.10 2.93
H -0.70 0.00 4.49
H -0.69 -1.44 5.47
H -2.95 -0.63 5.08
H -2.78 -2.27 4.40
H -2.56 -1.33 1.81
H -1.36 0.92 1.59
Cl -3.64 0.12 -0.69
C -2.80 0.92 -2.06
C -1.47 0.28 -2.35
Cl -0.28 0.51 -1.04
H -2.70 1.97 -1.80
H -3.44 0.82 -2.93
H -1.05 0.74 -3.24
H -1.56 -0.79 -2.52
Cl 1.10 -2.53 -2.22
C 1.88 -1.54 -3.48
C 3.09 -2.22 -4.06
Cl 4.44 -2.31 -2.89
H 2.12 -0.58 -3.05
H 1.15 -1.41 -4.28
H 3.45 -1.64 -4.91
H 2.87 -3.23 -4.39
Cl -9.12 3.24 -2.29
C -8.12 2.19 -1.26
C -6.68 2.63 -1.26
Cl -5.91 2.38 -2.85
H -8.23 1.17 -1.61
H -8.52 2.25 -0.24
H -6.11 2.04 -0.53
H -6.59 3.68 -1.01
Cl -7.17 8.52 -4.43
C -7.01 6.75 -4.42
C -6.94 6.20 -3.02
Cl -5.43 6.64 -2.19
H -6.13 6.49 -4.99
H -7.89 6.35 -4.92
H -6.98 5.11 -3.06
H -7.77 6.55 -2.41
Cl -1.35 -2.29 -5.01
C -1.84 -3.94 -5.49
C -0.64 -4.85 -5.57
Cl 0.46 -4.39 -6.89
H -2.35 -3.86 -6.45
H -2.53 -4.31 -4.74
H -0.97 -5.87 -5.76
H -0.07 -4.83 -4.64
Cl 4.87 -4.85 -5.66
C 6.48 -4.96 -4.90
C 7.56 -5.26 -5.91
Cl 7.41 -6.91 -6.58
H 6.43 -5.73 -4.14
H 6.67 -4.00 -4.43
H 8.53 -5.20 -5.43
H 7.53 -4.56 -6.74
Cl -2.75 2.45 6.04
C -3.72 3.22 7.32
C -3.36 4.67 7.51
Cl -1.72 4.86 8.17
H -3.57 2.65 8.23
H -4.77 3.14 7.03
H -4.05 5.13 8.21
H -3.40 5.21 6.57
Cl 4.34 0.33 -6.34
C 6.00 0.24 -5.68
C 7.03 0.11 -6.77
Cl 6.93 -1.46 -7.60
H 6.04 -0.61 -4.99
H 6.17 1.16 -5.12
H 8.03 0.18 -6.34
H 6.91 0.89 -7.52
*
```

Properties
**ΔE to the lowest compared entry with this formula, charge and spin**: 0.00 kcal/mol
**Orbital gap**: 7.9 eV
**Calculated total energy**: -9297.401365 Ha

Entry 4:
Computed, not measured: 2 unconnected molecules or ions with the total composition C4H4N2O at a distorted geometry, with ωB97M-V/def2-TZVPD.

```
! RIJCOSX wB97M-V def2-TZVPD def2/J DEFGRID3
* xyz 0 1
O 2.51 -1.39 -0.27
C 1.74 -0.53 -0.15
C 1.16 0.67 -0.02
C -0.19 1.20 -0.02
N -1.30 0.59 -0.21
C -1.22 -1.77 0.18
N -0.11 -2.05 0.29
H 1.95 1.41 0.08
H -0.18 2.28 0.14
H -2.08 1.25 -0.13
H -2.28 -1.66 0.10
*
```

Properties
**ΔE to the lowest compared entry with this formula, charge and spin**: 60.03 kcal/mol
**Orbital gap**: 9.7 eV
**Calculated total energy**: -339.486006 Ha
**SMILES**: [H]/N=C/C=C=O.C#N

The highest calculated total energy belongs to which entry?
C4H4N2O

Which value of calculated total energy does entry 4 give?
-339.486006 Ha